The following is a quantum chemistry calculation of 13 unconnected molecules or ions with the total composition C24H56Cl5N12O22, from the Open Molecules 2025 dataset.

The geometry in XYZ format:
```
119
Properties=species:S:1:pos:R:3:mulliken_charge:R:1
C -3.713 -7.478 -38.390 -1.316
C -4.653 -6.957 -39.511 -0.282
C -4.314 -5.502 -39.883 -0.695
N -5.078 -4.901 -41.065 0.575
C -6.584 -4.984 -40.793 -1.202
C -4.761 -5.699 -42.331 -0.585
C -4.279 -4.669 -43.347 -0.016
C -3.605 -3.614 -42.469 0.542
C -4.539 -3.481 -41.304 -1.144
H -2.704 -7.322 -38.778 0.279
H -3.820 -8.549 -38.242 0.382
H -3.820 -6.845 -37.511 0.390
H -5.709 -6.936 -39.222 0.473
H -4.691 -7.637 -40.364 0.247
H -3.260 -5.524 -40.164 -0.063
H -4.520 -4.831 -39.050 0.787
H -6.759 -4.505 -39.831 0.318
H -6.914 -6.017 -40.807 0.418
H -7.037 -4.403 -41.594 0.469
H -5.639 -6.276 -42.622 0.475
H -4.067 -6.507 -42.105 -0.049
H -5.173 -4.277 -43.838 0.609
H -3.680 -5.140 -44.124 -0.645
H -3.519 -2.654 -42.972 0.574
H -2.665 -4.037 -42.111 -0.252
H -5.398 -2.901 -41.648 0.399
H -4.178 -3.048 -40.374 0.308
C 3.465 -6.233 -48.662 -0.718
C 2.653 -5.010 -48.294 -0.580
N 1.763 -5.183 -47.124 0.651
C 2.083 -5.442 -45.843 -0.898
C 0.962 -5.471 -45.039 -0.303
N -0.102 -5.351 -45.930 0.912
C 0.424 -5.063 -47.151 -0.789
C -1.496 -5.275 -45.619 -0.851
H 4.303 -6.381 -47.975 0.401
H 3.863 -6.190 -49.674 0.518
H 2.977 -7.204 -48.554 -0.135
H 1.997 -4.734 -49.120 0.041
H 3.284 -4.136 -48.139 0.425
H 3.108 -5.546 -45.524 0.544
H 0.829 -5.681 -43.988 0.473
H -0.152 -4.916 -48.050 0.635
H -1.606 -4.691 -44.708 0.073
H -1.879 -6.287 -45.472 0.341
H -2.150 -4.866 -46.386 0.229
Cl -1.096 -6.584 -41.220 1.834
O -1.726 -7.648 -40.486 -0.737
O -0.784 -5.489 -40.347 -0.721
O 0.141 -7.141 -41.708 -0.768
O -1.869 -6.140 -42.365 -0.526
C 2.274 -9.688 -46.798 0.203
Cl 0.924 -8.599 -46.394 0.008
Cl 1.950 -11.305 -46.082 -0.090
Cl 2.332 -9.944 -48.571 -0.104
Cl 3.749 -9.028 -46.052 -0.070
C 7.739 -8.913 -49.051 -0.730
N 6.423 -8.340 -49.440 0.766
O 6.401 -7.300 -50.059 -0.465
O 5.444 -9.023 -49.188 -0.423
H 7.944 -9.774 -49.683 0.297
H 7.702 -9.222 -48.011 0.294
H 8.425 -8.110 -49.305 0.278
C 0.780 -1.239 -42.721 -0.550
N -0.574 -1.578 -43.275 0.887
O -0.655 -2.479 -44.070 -0.423
O -1.514 -1.042 -42.725 -0.543
H 0.741 -0.747 -41.758 0.317
H 1.389 -0.744 -43.475 0.277
H 1.209 -2.236 -42.609 0.043
C 7.654 -3.595 -49.962 -0.745
N 6.402 -3.982 -50.710 0.900
O 6.572 -4.379 -51.842 -0.513
O 5.326 -3.851 -50.165 -0.482
H 7.339 -3.254 -48.982 0.313
H 8.226 -2.918 -50.589 0.293
H 8.223 -4.522 -49.899 0.247
C -3.654 -7.748 -48.794 -0.740
N -4.482 -6.611 -48.369 0.880
O -4.043 -5.788 -47.590 -0.452
O -5.514 -6.490 -48.997 -0.574
H -2.947 -7.988 -48.003 0.239
H -2.988 -7.468 -49.610 0.289
H -4.284 -8.584 -49.079 0.320
C -0.298 -8.773 -50.886 -0.637
N 0.074 -7.350 -50.670 0.861
O 0.415 -6.670 -51.602 -0.548
O -0.058 -6.889 -49.532 -0.305
H -1.361 -9.005 -50.871 0.243
H 0.188 -9.307 -50.072 0.160
H 0.082 -9.120 -51.844 0.314
C 2.461 -3.864 -52.712 -0.534
N 1.797 -2.722 -52.049 0.980
O 1.377 -2.867 -50.913 -0.542
O 1.530 -1.793 -52.782 -0.546
H 3.528 -3.870 -52.491 0.219
H 2.245 -3.801 -53.772 0.334
H 2.038 -4.739 -52.222 0.091
C 2.822 -5.498 -39.993 -0.796
N 2.183 -4.408 -40.787 0.888
O 2.220 -4.590 -41.996 -0.443
O 1.618 -3.520 -40.205 -0.515
H 2.918 -5.099 -38.985 0.339
H 3.795 -5.690 -40.431 0.266
H 2.091 -6.302 -39.930 0.250
C -3.087 -9.205 -43.967 -0.551
N -4.071 -8.325 -44.652 0.897
O -4.959 -7.824 -43.988 -0.570
O -3.984 -8.260 -45.858 -0.503
H -2.186 -9.044 -44.557 0.167
H -3.347 -10.252 -44.103 0.313
H -2.941 -8.879 -42.941 0.163
C -4.644 -1.282 -46.222 -0.542
N -3.195 -1.114 -46.570 0.859
O -2.738 0.020 -46.646 -0.543
O -2.635 -2.146 -46.839 -0.436
H -4.654 -1.714 -45.222 0.060
H -5.099 -1.918 -46.973 0.289
H -5.020 -0.271 -46.088 0.326
```

The value obtained for the electronic energy is -5560.02300 a.u. As for the net charge: +1. Its orbital gap is 9.25 eV.